[1]
Formula: C39H49BiGeN6O3S2
Source: OMol25
Level of theory: ωB97M-V/def2-TZVPD

Each line ends with the Löwdin spin population.
CARTESIAN COORDINATES (ANGSTROEM)
Bi  0.97292  0.05343  -0.11427  0.001
C  1.74300  4.03743  -2.71474  0.003
C  0.29024  3.59628  -2.89555  0.008
C  -0.61603  4.81906  -2.79010  0.033
C  0.07916  2.89184  -4.22915  0.001
O  0.00800  2.65646  -1.83398  0.129
Ge  -1.64784  2.38166  -1.18197  0.388
O  -1.35279  2.17944  0.57224  0.144
C  -1.64230  3.20384  1.55358  0.008
C  -0.59667  4.30306  1.43923  0.002
C  -1.57441  2.52038  2.91094  0.004
C  -3.04323  3.75849  1.32914  0.024
O  -2.03177  0.72535  -1.74232  0.145
C  -3.39257  0.33191  -2.03792  0.009
C  -3.32287  -1.10982  -2.51378  0.004
C  -4.22989  0.43851  -0.77083  0.006
C  -3.95368  1.22340  -3.13886  0.019
H  1.91077  5.00655  -3.18471  0.000
H  2.43986  3.33369  -3.16565  0.000
H  1.97182  4.12532  -1.65302  0.000
H  -0.37834  5.53106  -3.58064  0.001
H  -0.47901  5.31754  -1.82963  0.001
H  -1.66975  4.54860  -2.90040  0.022
H  0.38083  3.53392  -5.05819  0.000
H  -0.97046  2.62515  -4.36733  0.000
H  0.66951  1.97554  -4.26908  0.000
H  0.40367  3.89120  1.57232  0.000
H  -0.77052  5.07465  2.19086  0.000
H  -0.64251  4.77595  0.45575  0.002
H  -0.56697  2.16853  3.11388  0.000
H  -2.25414  1.66736  2.93395  0.000
H  -1.85914  3.21901  3.69860  0.000
H  -3.11554  4.28255  0.37226  0.017
H  -3.29474  4.47254  2.11389  0.000
H  -3.78112  2.95595  1.34692  0.000
H  -2.84240  -1.73238  -1.75950  0.000
H  -2.76072  -1.17209  -3.44579  0.000
H  -4.32740  -1.49449  -2.69474  0.000
H  -3.79442  -0.18361  0.01047  0.000
H  -5.25511  0.11685  -0.96022  0.000
H  -4.26479  1.47236  -0.41807  0.006
H  -3.30005  1.20581  -4.01204  0.000
H  -4.05778  2.25713  -2.79862  0.015
H  -4.94169  0.87529  -3.44279  0.000
C  4.48810  0.96495  -3.09445  0.000
C  3.19145  0.73769  -2.60840  0.000
N  2.95777  0.04277  -1.52283  0.000
C  3.99016  -0.51397  -0.83523  0.000
C  5.32424  -0.30112  -1.22414  0.000
C  5.54725  0.46464  -2.38903  0.000
C  6.36384  -0.87104  -0.44915  0.000
C  6.04748  -1.61392  0.64868  0.000
C  4.70418  -1.84187  1.02527  0.000
C  3.66425  -1.32573  0.29648  0.000
N  2.30365  -1.57005  0.53671  0.001
C  1.84983  -2.88905  0.37863  0.000
C  2.16266  -3.91735  1.23072  0.000
C  1.69893  -5.23130  0.99684  0.000
C  0.91438  -5.52752  -0.08030  0.000
C  0.55475  -4.49477  -0.98190  0.000
C  -0.25849  -4.70121  -2.11798  0.000
C  -0.58061  -3.64798  -2.92528  0.000
C  -0.09998  -2.37056  -2.58649  0.000
N  0.66931  -2.15102  -1.55187  0.000
C  1.01556  -3.18648  -0.74728  0.000
H  4.62963  1.54205  -3.99660  0.000
H  2.32569  1.14454  -3.11389  0.000
H  6.56343  0.64520  -2.71630  0.000
H  7.39328  -0.70462  -0.73616  0.000
H  6.83548  -2.04354  1.25276  0.000
H  4.49999  -2.43286  1.90549  0.000
H  2.75492  -3.71986  2.11193  0.000
H  1.98052  -6.01300  1.69104  0.000
H  0.57469  -6.53889  -0.26531  0.000
H  -0.62621  -5.69708  -2.33304  0.000
H  -1.20635  -3.77458  -3.79698  0.000
H  -0.37013  -1.50579  -3.18134  0.000
S  2.54290  1.81638  1.05209  0.001
C  1.90173  1.15596  2.53705  0.000
C  2.33958  1.53733  3.80619  0.000
C  1.78614  0.91601  4.90630  0.000
C  0.81815  -0.07087  4.72924  0.000
C  0.43050  -0.38333  3.44373  0.000
N  0.95077  0.22794  2.38072  0.000
H  3.10175  2.29660  3.90422  0.000
H  2.11034  1.19040  5.90144  0.000
H  0.37681  -0.58351  5.57158  0.000
H  -0.32018  -1.13204  3.22518  0.000
C  -3.62263  -1.58391  3.32407  0.000
N  -2.98891  -2.87288  3.12790  0.000
C  -3.21221  -4.00545  3.89428  0.000
C  -2.41856  -4.98197  3.41221  0.000
N  -1.72086  -4.43242  2.35622  0.000
C  -2.06261  -3.13434  2.17606  0.000
S  -1.44206  -2.10123  1.00453  0.001
H  -4.62597  -1.73842  3.71332  0.000
H  -3.66995  -1.07281  2.36525  0.000
H  -3.04990  -0.97356  4.02307  0.000
H  -3.91877  -4.01214  4.70337  0.000
H  -2.29699  -6.00352  3.71922  0.000
H  -1.01185  -4.87558  1.79205  0.000

Values from the calculation:
Charge: +1
Spin multiplicity: 2
HOMO energy (spin up / spin down): -10.03 / -10.03 eV
ΔE to the lowest compared entry with this formula, charge and spin: 7.6 kJ/mol
Expectation value of S²: 0.753
Maximum force: 0.011 hartree/bohr
Calculated total energy: -5157.6280 hartree

---

[2]
Formula: C6H8O2S
Source: OMol25
Level of theory: ωB97M-V/def2-TZVPD

Each line ends with the Mulliken charge.
CARTESIAN COORDINATES (ANGSTROEM)
C  -0.04366  -3.30333  0.29474  0.242
C  0.36807  -2.27842  -0.20129  -1.070
C  1.28690  1.22401  -0.22359  -0.814
C  0.88219  -1.01826  -0.66411  0.182
C  0.38827  0.11768  0.30351  0.281
C  -1.18844  0.41042  0.15424  -1.394
O  3.59653  0.47944  1.08729  -0.537
O  2.38090  -1.05987  -0.51202  -0.358
S  3.04565  0.42564  -0.27492  0.494
H  -0.37261  -4.28191  0.60619  0.440
H  1.24565  1.28918  -1.28096  0.357
H  1.40267  2.29846  0.25172  0.357
H  0.76714  -0.82493  -1.67344  0.384
H  0.53707  -0.02486  1.39869  0.302
H  -1.56128  0.53881  -0.86771  0.327
H  -1.48787  1.25707  0.74195  0.400
H  -1.61926  -0.48816  0.54663  0.406

Values from the calculation:
Spin multiplicity: 1
HOMO energy: -9.20 eV
ΔE to the lowest compared entry with this formula, charge and spin: 211.3 kJ/mol
Maximum force: 0.085 hartree/bohr
Calculated total energy: -781.9631 hartree

---

[3]
Formula: C5H13N3O
Source: OMol25
Level of theory: ωB97M-V/def2-TZVPD

Each line ends with the Mulliken charge.
CARTESIAN COORDINATES (ANGSTROEM)
C  -1.17346  0.00131  -0.51603  -0.303
C  -1.95973  1.26528  -0.84266  -1.261
C  0.19247  -1.25661  1.47143  0.330
N  -0.40891  -0.41502  2.37668  -0.322
O  0.25363  -2.47341  1.63935  -0.637
H  0.08981  0.42333  2.63767  0.236
H  -0.84609  -0.91521  3.14047  0.249
H  -1.08006  -0.63661  -1.40184  0.295
H  -1.79896  -0.60387  0.14547  0.409
H  -3.00230  1.02938  -1.07896  0.374
H  -1.55050  1.79658  -1.70693  0.298
H  -1.95577  1.95030  0.01171  0.302
C  1.19344  0.97581  -1.41007  -1.454
N  1.90327  -1.49993  -0.24957  -0.744
C  0.46966  0.47424  -0.17733  0.113
N  1.08271  -0.61765  0.51867  0.297
H  1.40741  -2.39755  -0.29288  0.265
H  2.71043  -1.70437  0.34205  0.240
H  0.30233  1.27907  0.54037  0.193
H  0.70169  1.86466  -1.81260  0.419
H  2.22115  1.25887  -1.15533  0.385
H  1.24779  0.20142  -2.17968  0.314

Values from the calculation:
Spin multiplicity: 1
HOMO energy: -8.79 eV
Structure (SMILES): CC[C@H](C)N(N)C(N)=O
ΔE to the lowest compared entry with this formula, charge and spin: 176.6 kJ/mol
Maximum force: 0.077 hartree/bohr
Calculated total energy: -437.7868 hartree

---

[4]
Formula: C4H15N2O2
Source: OMol25
Level of theory: ωB97M-V/def2-TZVPD

Each line ends with the Mulliken charge.
CARTESIAN COORDINATES (ANGSTROEM)
C  0.70009  -0.47425  -0.70107  -0.631
C  -0.76911  -0.55266  -1.12302  -0.794
C  -1.57912  0.44557  -0.30270  0.488
C  -1.66730  0.31828  1.00811  -0.999
N  -1.89307  1.63152  -0.98230  -0.459
N  1.17040  0.91238  -0.48369  -0.169
H  0.91063  -1.07690  0.17913  0.408
H  1.20101  -0.94379  -1.53173  0.305
H  -1.13203  -1.56114  -0.95470  0.346
H  -0.86796  -0.26847  -2.16241  0.392
H  -1.26063  -0.57439  1.48053  0.252
H  -2.18116  0.86996  1.77732  0.304
H  1.49234  1.10995  0.46068  0.353
H  -2.24837  2.33219  -0.34747  0.224
H  -2.44951  1.49643  -1.82262  0.237
H  0.39278  1.59142  -0.59116  0.374
H  1.85613  1.22017  -1.21568  0.396
H  -0.59562  -4.24598  4.23370  0.325
H  -1.71485  -3.23180  4.46368  0.321
O  -1.04369  -3.49724  3.82752  -0.642
H  4.09743  2.28009  -1.67948  0.306
H  4.05363  0.72429  -1.88390  0.304
O  3.52795  1.49436  -1.64873  -0.642

Values from the calculation:
Charge: +1
Spin multiplicity: 1
HOMO energy: -12.29 eV
ΔE to the lowest compared entry with this formula, charge and spin: 123.7 kJ/mol
Maximum force: 0.038 hartree/bohr
Calculated total energy: -421.1463 hartree

---

[5]
Formula: C4H4ClFO
Source: OMol25
Level of theory: ωB97M-V/def2-TZVPD

Each line ends with the Mulliken charge.
CARTESIAN COORDINATES (ANGSTROEM)
C  -2.62276  -0.59467  -0.43388  0.352
C  1.29970  -0.14586  -0.63624  -0.476
C  0.97949  0.09338  0.84863  -0.469
C  0.52365  1.00962  -0.19329  0.270
O  -2.50457  -1.75641  -0.59916  -0.286
F  0.88293  2.29294  -0.32314  -0.240
Cl  -3.67755  0.22384  0.62381  -0.071
H  2.30940  0.00412  -0.99866  0.266
H  0.78453  -0.96488  -1.11624  0.204
H  0.26422  -0.57622  1.30295  0.188
H  1.76097  0.41412  1.52522  0.262

Values from the calculation:
Spin multiplicity: 1
HOMO energy (spin up / spin down): -9.36 / -8.58 eV
ΔE to the lowest compared entry with this formula, charge and spin: 385.7 kJ/mol
Maximum force: 0.043 hartree/bohr
Calculated total energy: -789.9348 hartree

---

What did the second record say?
Formula: C6H8O2S
Source: OMol25
Level of theory: ωB97M-V/def2-TZVPD

Each line ends with the Mulliken charge.
CARTESIAN COORDINATES (ANGSTROEM)
C  -0.04366  -3.30333  0.29474  0.242
C  0.36807  -2.27842  -0.20129  -1.070
C  1.28690  1.22401  -0.22359  -0.814
C  0.88219  -1.01826  -0.66411  0.182
C  0.38827  0.11768  0.30351  0.281
C  -1.18844  0.41042  0.15424  -1.394
O  3.59653  0.47944  1.08729  -0.537
O  2.38090  -1.05987  -0.51202  -0.358
S  3.04565  0.42564  -0.27492  0.494
H  -0.37261  -4.28191  0.60619  0.440
H  1.24565  1.28918  -1.28096  0.357
H  1.40267  2.29846  0.25172  0.357
H  0.76714  -0.82493  -1.67344  0.384
H  0.53707  -0.02486  1.39869  0.302
H  -1.56128  0.53881  -0.86771  0.327
H  -1.48787  1.25707  0.74195  0.400
H  -1.61926  -0.48816  0.54663  0.406

Values from the calculation:
Spin multiplicity: 1
HOMO energy: -9.20 eV
ΔE to the lowest compared entry with this formula, charge and spin: 211.3 kJ/mol
Maximum force: 0.085 hartree/bohr
Calculated total energy: -781.9631 hartree

---

What is the ΔE to the lowest compared entry with this formula, charge and spin in the fifth record? 385.7 kJ/mol

---

Number 1 is which compound? C39H49BiGeN6O3S2